No. 1
Here is a 7-piece molecular cluster, C12H39NO8 overall from the Open Molecules 2025 dataset. Energies are from ωB97M-V with the def2-TZVPD basis set.

Each atom is followed by the atoms it is bonded to, with distances in Å.
Geometry (Å):
1 C -2.5671 -2.9757 -4.5507  O2 1.438, H10 1.213, H11 1.015, H12 1.155
2 O -1.2181 -3.1554 -4.0864  C1 1.438, C3 1.382
3 C -1.1540 -3.1666 -2.7059  O2 1.382, C4 1.602, H13 1.013, H14 1.208
4 C 0.3511 -3.2421 -2.1635  C3 1.602, N5 1.436, H15 1.109, H16 1.174
5 N 0.4701 -3.0434 -0.7459  C4 1.436, C6 1.472, H17 0.970
6 C 1.8718 -3.2624 -0.3551  N5 1.472, C7 1.549, H18 1.070, H19 1.196
7 C 1.9078 -3.0400 1.1774  C6 1.549, O8 1.498, H20 1.052, H21 0.933
8 O 3.3344 -3.2956 1.5565  C7 1.498, C9 1.444
9 C 3.3989 -3.5585 2.9751  O8 1.444, H22 1.071, H23 1.192, H24 1.071
10 H -3.2783 -3.8532 -4.1098  C1 1.213
11 H -2.4423 -3.1329 -5.5455  C1 1.015
12 H -3.1865 -2.0380 -4.2835  C1 1.155
13 H -1.5468 -4.0315 -2.3544  C3 1.013
14 H -1.8147 -2.2644 -2.2503  C3 1.208
15 H 0.9600 -2.5000 -2.7188  C4 1.109
16 H 0.8629 -4.2731 -2.3930  C4 1.174
17 H -0.0976 -3.6505 -0.2458  N5 0.970
18 H 2.5581 -2.5473 -0.7572  C6 1.070
19 H 2.0087 -4.3534 -0.8262  C6 1.196
20 H 1.3945 -3.6664 1.8488  C7 1.052
21 H 1.6066 -2.1924 1.4255  C7 0.933
22 H 2.9603 -2.9023 3.6986  C9 1.071
23 H 4.5589 -3.6045 3.2454  C9 1.192
24 H 2.9908 -4.5258 3.1859  C9 1.071
25 C -0.4571 0.7140 -0.4344  O26 1.461, H27 1.066, H28 1.159, H29 1.114
26 O -0.5414 -0.6427 0.1001  C25 1.461, H30 1.004
27 H 0.5356 1.0396 -0.6468  C25 1.066
28 H -0.7726 1.4643 0.3905  C25 1.159
29 H -0.9939 0.7921 -1.4077  C25 1.114
30 H 0.0456 -1.2628 -0.4287  O26 1.004
31 C 3.8998 1.0459 0.8735  O32 1.442, H33 0.994, H34 1.241, H35 1.114
32 O 3.0826 1.9106 1.6887  C31 1.442, H36 0.980
33 H 3.6431 0.9648 -0.0829  C31 0.994
34 H 3.8445 -0.0430 1.4660  C31 1.241
35 H 4.8906 1.5520 0.8239  C31 1.114
36 H 2.4805 2.4012 1.0904  O32 0.980
37 C -2.4151 3.4237 2.1296  O38 1.491, H39 1.053, H40 1.023, H41 1.139
38 O -2.5242 4.4251 3.2283  C37 1.491, H42 0.898
39 H -2.5069 4.0853 1.3149  C37 1.053
40 H -3.1844 2.7827 2.3376  C37 1.023
41 H -1.4550 2.8394 2.3159  C37 1.139
42 H -2.1885 4.0841 3.9887  O38 0.898
43 C 2.0161 4.6005 -0.5225  O44 1.369, H45 0.973, H46 1.080, H47 1.100
44 O 1.2802 3.6489 0.1307  C43 1.369, H48 1.043
45 H 2.9199 4.4193 -0.2122  C43 0.973
46 H 1.6725 5.3539 0.1714  C43 1.080
47 H 1.7326 4.6523 -1.5837  C43 1.100
48 H 0.3461 3.6961 -0.3308  O44 1.043
49 C -2.9081 -1.0606 2.5811  O50 1.461, H51 1.231, H52 1.251, H53 1.131
50 O -2.9433 -0.0418 1.5345  C49 1.461, H54 1.061
51 H -3.1520 -0.4646 3.6301  C49 1.231
52 H -1.8722 -1.6434 2.9710  C49 1.251
53 H -3.8247 -1.6241 2.2316  C49 1.131
54 H -2.2098 -0.3027 0.8129  O50 1.061
55 C -2.3273 3.9924 -1.5977  O56 1.386, H57 0.983, H58 1.148, H59 1.033
56 O -1.1054 4.4603 -1.1414  C55 1.386, H60 1.088
57 H -2.9581 4.3896 -0.9576  C55 0.983
58 H -2.5679 2.8779 -1.4632  C55 1.148
59 H -2.2436 4.2358 -2.5981  C55 1.033
60 H -1.1677 5.5094 -1.4246  O56 1.088

- Total charge: 0
- SMILES: COCCNCCOC.CO.CO.CO.CO.CO.CO

***

No. 2
Here is a 7-piece molecular cluster, C12H39O7 overall from the Open Molecules 2025 dataset. Energies are from ωB97M-V with the def2-TZVPD basis set.

Each atom is followed by the atoms it is bonded to, with distances in Å.
Geometry (Å):
1 O 1.1700 0.3015 1.1036  H2 0.960, H3 0.960, H4 0.960
2 H 0.4741 0.8713 0.7680  O1 0.960
3 H 1.9099 0.4709 0.5158  O1 0.960
4 H 0.9439 -0.6257 0.9998  O1 0.960
5 O -0.9832 1.3699 0.5529  H6 0.957, H7 0.957
6 H -1.5727 0.9668 -0.0844  O5 0.957
7 H -1.5311 1.9992 1.0221  O5 0.957
8 O 3.1492 1.1046 -0.5048  H9 0.957, H10 0.957
9 H 4.0068 0.6798 -0.5154  O8 0.957
10 H 3.0707 1.5086 -1.3690  O8 0.957
11 C -2.0648 1.5363 -3.0021  C12 1.518, H15 1.090, H16 1.090, H17 1.090
12 C -1.8550 0.0889 -2.5948  C11 1.518, C13 1.500, O14 1.411, H18 1.090
13 C -0.4200 -0.2905 -2.3788  C12 1.500, H19 1.090, H20 1.090, H21 1.090
14 O -2.5114 -0.0290 -1.3508  C12 1.411, H22 0.960
15 H -1.2996 1.6565 -3.7690  C11 1.090
16 H -1.9757 2.1724 -2.1214  C11 1.090
17 H -3.0181 1.7784 -3.4719  C11 1.090
18 H -2.3594 -0.5280 -3.3385  C12 1.090
19 H -0.2970 -1.2880 -1.9570  C13 1.090
20 H 0.0602 0.3609 -1.6486  C13 1.090
21 H 0.1183 -0.2285 -3.3246  C13 1.090
22 H -3.4327 0.1674 -1.5356  O14 0.960
23 C 1.6549 -4.0062 -1.2695  C24 1.477, H27 1.090, H28 1.090, H29 1.090
24 C 1.6315 -3.0480 -0.1455  C23 1.477, C25 1.523, O26 1.387, H30 1.090
25 C 2.6306 -3.3931 0.9502  C24 1.523, H31 1.090, H32 1.090, H33 1.090
26 O 1.9314 -1.7864 -0.6380  C24 1.387, H34 0.960
27 H 1.7985 -5.0311 -0.9274  C23 1.090
28 H 2.3085 -3.7072 -2.0889  C23 1.090
29 H 0.6562 -4.0896 -1.6981  C23 1.090
30 H 0.6820 -3.0240 0.3893  C24 1.090
31 H 2.5023 -2.8076 1.8606  C25 1.090
32 H 3.6449 -3.2396 0.5815  C25 1.090
33 H 2.4780 -4.4548 1.1442  C25 1.090
34 H 2.6500 -1.8852 -1.2669  O26 0.960
35 C -1.2777 4.6595 -0.8460  C36 1.553, H39 1.090, H40 1.090, H41 1.090
36 C 0.2132 4.5117 -1.2544  C35 1.553, C37 1.497, O38 1.437, H42 1.090
37 C 1.1107 4.1569 -0.1096  C36 1.497, H43 1.090, H44 1.090, H45 1.090
38 O 0.2672 3.5214 -2.2947  C36 1.437, H46 0.960
39 H -1.6139 3.7289 -0.3888  C35 1.090
40 H -1.9220 4.9720 -1.6679  C35 1.090
41 H -1.5057 5.3502 -0.0342  C35 1.090
42 H 0.5263 5.4740 -1.6596  C36 1.090
43 H 0.8609 3.1331 0.1688  C37 1.090
44 H 0.7684 4.6688 0.7898  C37 1.090
45 H 2.1494 4.4211 -0.3081  C37 1.090
46 H -0.3953 3.8541 -2.9047  O38 0.960
47 C -2.3730 -1.3939 3.5258  C48 1.591, H51 1.090, H52 1.090, H53 1.090
48 C -0.8579 -1.8730 3.4495  C47 1.591, C49 1.533, O50 1.359, H54 1.090
49 C -0.5455 -3.2907 3.9423  C48 1.533, H55 1.090, H56 1.090, H57 1.090
50 O -0.4355 -1.8221 2.1591  C48 1.359, H58 0.960
51 H -2.2747 -0.3244 3.3397  C47 1.090
52 H -2.8062 -1.4528 4.5243  C47 1.090
53 H -3.0079 -1.8660 2.7760  C47 1.090
54 H -0.3474 -1.1698 4.1076  C48 1.090
55 H -1.0081 -4.0504 3.3123  C49 1.090
56 H -0.9830 -3.4357 4.9300  C49 1.090
57 H 0.5418 -3.3551 3.9009  C49 1.090
58 H -1.2353 -1.9888 1.6549  O50 0.960

- Total charge: +1

***

No. 3
Here is a 11-piece molecular cluster, C12H40F6N16O16PS2 overall from the Open Molecules 2025 dataset. Energies are from ωB97M-V with the def2-TZVPD basis set.

Each atom is followed by the atoms it is bonded to, with distances in Å.
Geometry (Å):
1 P 16.7218 19.0905 20.9274  F2 1.630, F3 1.593, F4 1.616, F5 1.640, F6 1.651, F7 1.612
2 F 15.3840 19.6801 21.6482  P1 1.630
3 F 16.8091 17.7952 21.8508  P1 1.593
4 F 15.7734 18.2400 19.9335  P1 1.616
5 F 18.0880 18.4564 20.2781  P1 1.640
6 F 16.7102 20.2357 19.7385  P1 1.651
7 F 17.6729 19.9783 21.8784  P1 1.612
8 C 14.1421 14.9338 19.8821  O9 1.179, N10 1.283, N11 1.295
9 O 13.3105 14.1042 19.7841  C8 1.179
10 N 13.8573 16.0979 19.4250  C8 1.283, H12 1.010, H13 1.010
11 N 15.3526 14.6715 20.2596  C8 1.295, H14 1.010, H15 1.010
12 H 13.1022 16.2503 18.7718  N10 1.010
13 H 14.4706 16.8762 19.6206  N10 1.010
14 H 16.0210 15.4273 20.3062  N11 1.010
15 H 15.5654 13.7847 20.6937  N11 1.010
16 C 21.8190 18.2392 21.8792  O17 1.213, N18 1.298, N19 1.242
17 O 22.7793 18.1874 21.1405  C16 1.213
18 N 21.9301 18.3537 23.1676  C16 1.298, H20 1.010, H21 1.010
19 N 20.6600 18.5264 21.5367  C16 1.242, H22 1.010, H23 1.010
20 H 21.0654 18.3119 23.6879  N18 1.010
21 H 22.8680 18.2609 23.5306  N18 1.010
22 H 19.8372 18.4633 22.1190  N19 1.010
23 H 20.4508 18.6794 20.5606  N19 1.010
24 C 20.0350 22.3958 23.4670  O25 1.219, N26 1.267, N27 1.330
25 O 18.9903 22.9352 23.7871  C24 1.219
26 N 20.2487 21.1589 23.6390  C24 1.267, H28 1.010, H29 1.010
27 N 21.0354 22.9030 22.7527  C24 1.330, H30 1.010, H31 1.010
28 H 19.4345 20.6854 24.0038  N26 1.010
29 H 21.1013 20.6809 23.3847  N26 1.010
30 H 21.0749 23.8963 22.5742  N27 1.010
31 H 21.8532 22.3104 22.7455  N27 1.010
32 C 18.2089 17.5866 25.1182  O33 1.225, N34 1.305, N35 1.321
33 O 19.1555 17.8578 24.3900  C32 1.225
34 N 18.1406 16.9598 26.2609  C32 1.305, H36 1.010, H37 1.010
35 N 16.9725 17.6826 24.6630  C32 1.321, H38 1.010, H39 1.010
36 H 17.2034 16.9761 26.6371  N34 1.010
37 H 18.9077 16.4780 26.7076  N34 1.010
38 H 17.1182 18.2649 23.8508  N35 1.010
39 H 16.1621 17.5689 25.2550  N35 1.010
40 C 20.1506 21.4656 19.0288  O41 1.222, N42 1.287, N43 1.311
41 O 21.1716 21.8794 18.5014  C40 1.222
42 N 19.4615 20.4157 18.7485  C40 1.287, H44 1.010, H45 1.010
43 N 19.6350 22.1451 20.0238  C40 1.311, H46 1.010, H47 1.010
44 H 19.8436 19.8331 18.0173  N42 1.010
45 H 18.5649 20.1901 19.1551  N42 1.010
46 H 20.0559 22.9912 20.3804  N43 1.010
47 H 19.0568 21.5617 20.6115  N43 1.010
48 C 12.2838 20.4426 22.0173  O49 1.203, N50 1.304, N51 1.303
49 O 11.3044 20.8408 22.5910  C48 1.203
50 N 12.6424 19.1897 21.9737  C48 1.304, H52 1.010, H53 1.010
51 N 12.9962 21.2867 21.3258  C48 1.303, H54 1.010, H55 1.010
52 H 11.9640 18.5626 22.3818  N50 1.010
53 H 13.5776 19.0064 21.6389  N50 1.010
54 H 13.7018 20.8513 20.7490  N51 1.010
55 H 12.7383 22.2611 21.2612  N51 1.010
56 C 15.1276 18.3134 16.2588  O57 1.238, N58 1.253, N59 1.310
57 O 16.2051 17.9352 15.7817  C56 1.238
58 N 14.9941 19.0893 17.2336  C56 1.253, H60 1.010, H61 1.010
59 N 13.9264 18.0688 15.7964  C56 1.310, H62 1.010, H63 1.010
60 H 15.8331 19.2403 17.7752  N58 1.010
61 H 14.0824 19.3762 17.5599  N58 1.010
62 H 13.6529 17.4684 15.0317  N59 1.010
63 H 13.1263 18.5766 16.1458  N59 1.010
64 C 18.4016 14.8913 21.1768  O65 1.213, N66 1.272, N67 1.314
65 O 18.8460 13.7631 21.1701  C64 1.213
66 N 17.9585 15.3965 22.2573  C64 1.272, H68 1.010, H69 1.010
67 N 18.3581 15.8183 20.2469  C64 1.314, H70 1.010, H71 1.010
68 H 17.6078 16.3397 22.3439  N66 1.010
69 H 17.8964 14.8132 23.0795  N66 1.010
70 H 17.8371 16.6553 20.4660  N67 1.010
71 H 18.5019 15.5970 19.2720  N67 1.010
72 C 15.5362 23.9095 23.6532  C73 1.602, O78 1.398, H79 1.090, H80 1.090
73 C 15.7951 22.4237 23.1134  C72 1.602, O74 1.395, H81 1.090, H82 1.090
74 O 14.8117 21.6775 23.7636  C73 1.395, S75 1.659
75 S 14.4308 22.2640 25.2677  O74 1.659, O76 1.495, O77 1.462, O78 1.685
76 O 15.3566 21.6817 26.2872  S75 1.495
77 O 12.9826 22.2268 25.4653  S75 1.462
78 O 14.9764 23.8226 24.9309  C72 1.398, S75 1.685
79 H 14.9713 24.5674 22.9927  C72 1.090
80 H 16.5706 24.2448 23.7282  C72 1.090
81 H 16.6120 21.9561 23.6630  C73 1.090
82 H 15.7488 22.2451 22.0392  C73 1.090
83 C 17.1602 24.7310 18.6953  C84 1.526, O89 1.412, H90 1.090, H91 1.090
84 C 17.4234 23.8771 17.4585  C83 1.526, O85 1.437, H92 1.090, H93 1.090
85 O 16.2791 23.0253 17.2842  C84 1.437, S86 1.718
86 S 15.0044 23.3804 18.3793  O85 1.718, O87 1.486, O88 1.488, O89 1.662
87 O 15.0661 22.4583 19.5433  S86 1.486
88 O 13.6976 23.5629 17.6918  S86 1.488
89 O 15.7515 24.8201 18.7419  C83 1.412, S86 1.662
90 H 17.7003 25.6772 18.6610  C83 1.090
91 H 17.5907 24.2420 19.5691  C83 1.090
92 H 18.3732 23.3429 17.4866  C84 1.090
93 H 17.5492 24.4890 16.5652  C84 1.090

- Total charge: -1

***

No. 4
Here is a 12-piece molecular cluster, C12H42BF7O12 overall from the Open Molecules 2025 dataset. Energies are from ωB97M-V with the def2-TZVPD basis set.

Each atom is followed by the atoms it is bonded to, with distances in Å.
Geometry (Å):
1 C 6.8498 0.8427 4.4885  O2 1.512, O3 1.352, C4 1.630, H15 1.133
2 O 6.9131 -0.6656 4.5806  C1 1.512, C8 1.467
3 O 6.5165 1.5687 5.5793  C1 1.352
4 C 8.3295 1.1823 3.8949  C1 1.630, F5 1.313, F6 1.329, F7 1.321
5 F 8.2796 2.1769 3.0393  C4 1.313
6 F 9.1461 1.6591 4.8295  C4 1.329
7 F 8.7573 0.1928 3.1320  C4 1.321
8 C 5.7295 -1.2703 5.2022  O2 1.467, C9 1.528, H13 1.097, H14 1.094
9 C 4.3775 -1.0723 4.5184  C8 1.528, H10 1.079, H11 1.119, H12 1.035
10 H 4.4668 -0.0744 4.1191  C9 1.079
11 H 4.2914 -1.6850 3.5856  C9 1.119
12 H 3.5309 -1.1160 5.1121  C9 1.035
13 H 5.7317 -0.8260 6.2056  C8 1.097
14 H 5.8595 -2.3548 5.2575  C8 1.094
15 H 6.2765 1.0086 3.5254  C1 1.133
16 B -3.2638 1.3349 -0.6722  F17 1.456, F18 1.396, F19 1.451, F20 1.386
17 F -2.0249 0.8609 -1.2718  B16 1.456
18 F -3.9613 0.2752 -0.0896  B16 1.396
19 F -2.9530 2.1704 0.4730  B16 1.451
20 F -3.9681 2.0097 -1.6566  B16 1.386
21 O -6.2892 0.5070 -2.5331  H22 0.958, H23 0.953
22 H -5.4443 0.5990 -2.0915  O21 0.958
23 H -6.6814 -0.2609 -2.1268  O21 0.953
24 O 5.2503 3.6340 4.6877  H25 0.948, H26 0.981
25 H 4.3698 3.3146 4.5421  O24 0.948
26 H 5.7874 2.8620 4.9655  O24 0.981
27 O 7.2363 5.6657 3.7467  H28 1.005, H29 0.946
28 H 7.5414 4.9231 3.1424  O27 1.005
29 H 6.5022 5.2303 4.1545  O27 0.946
30 O -2.1789 -3.1903 -2.5244  H31 1.003, H32 0.976
31 H -1.9060 -2.3234 -2.9490  O30 1.003
32 H -2.0055 -3.0020 -1.5822  O30 0.976
33 O -6.6164 1.5909 0.6917  H34 0.933, H35 0.947
34 H -7.0094 1.9338 -0.0823  O33 0.933
35 H -5.9070 1.0425 0.3867  O33 0.947
36 O -2.3877 -2.2651 0.1827  H37 0.975, H38 0.986
37 H -1.5909 -1.7156 0.2968  O36 0.975
38 H -3.1338 -1.6202 0.1972  O36 0.986
39 C 0.4269 1.8228 -2.8603  C40 1.513, H42 1.078, H43 1.072, H44 1.089
40 C 0.9982 2.2910 -4.1807  C39 1.513, O41 1.446, H45 1.106, H46 1.094
41 O 0.1173 1.8537 -5.2401  C40 1.446, H47 0.988
42 H 0.3842 0.7539 -2.7263  C39 1.078
43 H -0.5501 2.2528 -2.7602  C39 1.072
44 H 1.0411 2.2426 -2.0654  C39 1.089
45 H 2.0381 1.9834 -4.3957  C40 1.106
46 H 0.9792 3.3847 -4.1469  C40 1.094
47 H -0.7196 1.5058 -4.8473  O41 0.988
48 C -5.5787 -4.5800 -0.8921  C49 1.517, H51 1.098, H52 1.053, H53 1.123
49 C -5.5435 -3.4138 -1.8614  C48 1.517, O50 1.424, H54 1.112, H55 1.074
50 O -4.7459 -3.6083 -3.0253  C49 1.424, H56 1.003
51 H -4.5967 -4.6067 -0.4026  C48 1.098
52 H -5.6878 -5.5609 -1.2595  C48 1.053
53 H -6.3348 -4.4720 -0.0695  C48 1.123
54 H -5.1099 -2.5186 -1.3639  C49 1.112
55 H -6.4927 -3.0559 -2.2139  C49 1.074
56 H -3.7714 -3.5143 -2.8083  O50 1.003
57 C 1.7157 0.4423 1.5359  C58 1.472, H60 1.082, H61 1.154, H62 1.049
58 C 0.3466 -0.0876 1.6380  C57 1.472, O59 1.405, H63 1.104, H64 1.075
59 O 0.0050 -0.5664 0.3620  C58 1.405, H65 0.957
60 H 1.8188 1.2569 0.8311  C57 1.082
61 H 2.4519 -0.4194 1.3194  C57 1.154
62 H 1.9649 0.8581 2.4656  C57 1.049
63 H -0.4010 0.6849 1.8897  C58 1.104
64 H 0.3606 -0.9131 2.3273  C58 1.075
65 H -0.5447 0.1163 -0.0221  O59 0.957
66 C -3.2697 -1.1409 -5.6877  C67 1.545, H69 1.121, H70 1.074, H71 1.055
67 C -3.4181 -0.5533 -4.2663  C66 1.545, O68 1.429, H72 1.121, H73 1.078
68 O -2.1560 -0.6525 -3.6027  C67 1.429, H74 0.961
69 H -4.1949 -0.8815 -6.2645  C66 1.121
70 H -3.2686 -2.2078 -5.5601  C66 1.074
71 H -2.4051 -0.8101 -6.1940  C66 1.055
72 H -4.1753 -1.1364 -3.6809  C67 1.121
73 H -3.8275 0.4434 -4.2257  C67 1.078
74 H -2.2781 -0.3360 -2.7034  O68 0.961

- Total charge: -2

***

no.,DFT total energy (Ha),E_LUMO (eV)
1,-1136.844197,0.3
2,-1007.010884,-2.3
3,-4298.530400,1.8
4,-2109.519556,4.0